Entry 1:
Density functional theory data (ωB97M-V/def2-TZVPD) for C33H44BF4GeO2P2Pt as an isolated structure in a non-equilibrium geometry.

```
! wB97M-V def2-TZVPD RIJCOSX def2/J DEFGRID3
* xyz -1 1
Pt 0.541 -0.164 -0.033
C -2.184 2.550 0.315
P -0.660 1.676 0.823
C -1.020 1.296 2.572
C 0.409 3.207 0.936
C 1.832 2.986 1.423
P 2.653 1.562 0.558
C 2.657 2.208 -1.171
C 4.426 1.995 0.946
H -2.310 3.451 0.914
H -3.038 1.902 0.465
H -2.139 2.809 -0.739
H -1.329 2.182 3.125
H -0.151 0.836 3.042
H -1.826 0.563 2.560
H -0.090 3.935 1.585
H 0.434 3.633 -0.072
H 1.827 2.751 2.491
H 2.430 3.893 1.280
H 2.909 3.269 -1.188
H 1.683 2.035 -1.628
H 3.394 1.648 -1.740
H 4.753 2.884 0.410
H 5.050 1.154 0.651
H 4.544 2.150 2.015
F -2.792 -0.205 -0.551
B -4.054 -0.261 0.045
F -4.637 -1.490 -0.166
F -4.844 0.745 -0.493
F -3.925 -0.024 1.412
C 5.410 -2.075 -0.327
C 4.582 -1.804 -1.587
C 5.265 -0.724 -2.434
C 4.394 -3.087 -2.398
C 3.269 -1.314 -1.178
C 2.157 -0.929 -0.896
H 6.388 -2.473 -0.596
H 4.894 -2.789 0.309
H 5.551 -1.155 0.242
H 6.246 -1.059 -2.774
H 5.396 0.179 -1.840
H 4.650 -0.481 -3.297
H 5.348 -3.493 -2.730
H 3.776 -2.876 -3.267
H 3.876 -3.830 -1.799
O -0.953 -1.448 1.256
C -1.067 -2.334 0.390
O -0.338 -2.366 -0.634
C -2.055 -3.468 0.561
C -1.821 -4.540 -0.487
Ge 0.141 -4.751 -1.002
C 1.570 -4.536 0.391
C 2.778 -5.188 0.168
C 3.801 -5.152 1.096
C 3.638 -4.446 2.277
C 2.448 -3.780 2.509
C 1.427 -3.827 1.573
C 0.237 -6.770 -1.255
C 0.786 -7.613 -0.298
C 0.888 -8.978 -0.503
C 0.436 -9.535 -1.685
C -0.140 -8.719 -2.644
C -0.239 -7.357 -2.422
C 0.868 -4.193 -2.787
C 1.673 -5.081 -3.490
C 2.192 -4.754 -4.731
C 1.933 -3.510 -5.281
C 1.156 -2.607 -4.577
C 0.624 -2.947 -3.345
H -3.044 -3.015 0.461
H -1.968 -3.864 1.575
H -2.352 -4.273 -1.398
H -2.209 -5.500 -0.150
H 2.909 -5.757 -0.742
H 4.725 -5.684 0.906
H 4.441 -4.403 3.002
H 2.310 -3.222 3.425
H 0.514 -3.293 1.781
H 1.157 -7.183 0.623
H 1.341 -9.604 0.255
H 0.529 -10.600 -1.854
H -0.490 -9.149 -3.575
H -0.679 -6.726 -3.183
H 1.910 -6.045 -3.059
H 2.808 -5.469 -5.260
H 2.346 -3.244 -6.248
H 0.968 -1.623 -4.985
H 0.034 -2.234 -2.794
*
```

Its total energy is -128923.8120 eV. As for the HOMO energy (spin up / spin down): -5.145 / -5.227 eV. Its energy above the lowest of the compared OMol25 structures with the same formula, charge and spin is 4.269 eV.

Need the Löwdin charges? In units of e they are: 0.82 -0.23 0.74 -0.26 -0.42 -0.44 0.88 -0.29 -0.24 0.05 0.01 0.06 0.05 0.04 0.03 0.08 0.07 0.07 0.08 0.04 0.03 0.02 0.04 0.01 0.04 0.09 -1.37 0.13 0.11 0.11 -0.04 -0.62 -0.06 -0.03 -0.15 -0.25 0.08 0.06 0.07 0.08 0.06 0.09 0.09 0.07 0.06 -0.09 -0.73 -0.16 -0.15 -0.21 1.08 -0.23 -0.15 -0.11 -0.11 -0.08 -0.08 -0.27 -0.12 -0.10 -0.12 -0.10 -0.13 -0.23 -0.14 -0.11 -0.12 -0.09 -0.10 0.11 0.12 0.07 0.06 0.09 0.10 0.10 0.10 0.08 0.09 0.09 0.09 0.09 0.10 0.09 0.10 0.09 0.10 0.08

=====

Entry 2:
Density functional theory data (ωB97M-V/def2-TZVPD) for C33H57N3O4PbSi as an isolated structure in a non-equilibrium geometry.

```
! wB97M-V def2-TZVPD RIJCOSX def2/J DEFGRID3
* xyz 0 1
O 1.452 -2.299 -3.753
O 1.028 -1.159 -5.773
C 2.805 -2.795 -3.475
C 3.106 -2.856 -1.993
H 3.449 -2.083 -3.984
H 2.988 -3.772 -3.955
H 2.886 -1.917 -1.479
H 4.169 -3.071 -1.884
H 2.553 -3.647 -1.480
C 0.399 -3.223 -3.291
C 0.161 -4.216 -4.384
H -0.449 -2.577 -3.104
H 0.725 -3.715 -2.364
H 0.013 -3.724 -5.356
H -0.678 -4.905 -4.267
H 1.045 -4.840 -4.495
C -0.256 -0.551 -6.159
C 2.121 -0.974 -6.705
C -1.271 -0.718 -5.073
H -0.518 -0.997 -7.132
H -0.005 0.509 -6.328
H -1.439 -1.760 -4.774
H -2.237 -0.334 -5.408
H -0.965 -0.144 -4.183
C 2.302 -2.253 -7.499
H 3.005 -0.700 -6.123
H 1.811 -0.107 -7.327
H 2.511 -3.107 -6.823
H 3.110 -2.270 -8.250
H 1.369 -2.431 -8.059
H 1.159 -1.908 -4.994
N -0.886 -0.296 1.463
C -1.598 0.313 2.409
C -2.296 1.514 2.199
C -2.508 2.221 0.997
C -1.608 -0.335 3.769
H -0.579 -0.580 4.070
H -2.178 -1.276 3.749
H -2.042 0.321 4.528
C -3.592 3.278 1.057
H -4.350 3.155 0.270
H -3.168 4.289 0.988
H -4.100 3.195 2.022
N -1.806 2.066 -0.122
C -0.399 -1.622 1.503
C 0.956 -1.880 1.818
C 1.857 -0.850 2.435
C 1.483 -3.146 1.528
H 2.521 -3.353 1.736
C 0.665 -4.146 0.971
H 1.084 -5.131 0.784
C -0.672 -3.881 0.683
H -1.303 -4.651 0.244
C -1.219 -2.631 0.945
C -2.629 -2.284 0.587
C -2.086 2.727 -1.349
C -1.526 3.994 -1.615
C -0.869 4.771 -0.525
C -1.595 4.524 -2.904
H -1.124 5.486 -3.117
C -2.233 3.821 -3.927
H -2.234 4.223 -4.944
C -2.866 2.614 -3.644
H -3.397 2.076 -4.435
C -2.822 2.068 -2.367
C -3.483 0.762 -2.064
Pb 0.499 1.036 -0.079
H 2.877 -0.974 2.051
H 1.914 -0.984 3.526
H 1.587 0.207 2.272
H -2.685 -1.390 -0.053
H -3.227 -2.073 1.485
H -3.113 -3.106 0.049
H -0.096 5.407 -0.970
H -0.392 4.157 0.256
H -1.584 5.433 -0.011
H -3.942 0.780 -1.068
H -2.751 -0.059 -2.097
H -4.269 0.521 -2.793
H -2.770 1.951 3.073
C 1.122 0.964 -2.027
Si 2.271 2.079 -3.016
H 0.289 0.803 -2.750
H 1.700 0.038 -2.106
C 3.759 1.048 -3.509
C 2.569 3.519 -1.904
C 1.373 2.432 -4.626
H 1.579 3.501 -4.822
H 0.284 2.262 -4.561
H 1.786 1.796 -5.429
H 4.507 1.061 -2.701
H 4.162 1.558 -4.399
H 3.501 0.005 -3.781
H 2.748 3.205 -0.860
H 1.680 4.166 -1.925
H 3.437 4.080 -2.271
O 0.321 3.017 2.935
N 0.782 3.308 1.832
O 1.785 2.643 1.392
*
```

Its total energy is -60924.5925 eV. As for the HOMO energy: -5.248 eV. Its energy above the lowest of the compared OMol25 structures with the same formula, charge and spin is 2.121 eV.

Need the Löwdin charges? In units of e they are: -0.18 -0.13 -0.20 -0.05 0.10 0.12 0.08 0.09 0.07 -0.18 -0.06 0.11 0.12 0.08 0.10 0.08 -0.15 -0.18 -0.04 0.14 0.12 0.08 0.10 0.07 -0.05 0.12 0.14 0.09 0.09 0.09 0.09 -0.09 -0.36 -0.06 -0.34 -0.01 0.08 0.08 0.08 -0.02 0.09 0.08 0.07 -0.01 -0.25 -0.23 -0.08 -0.07 0.10 -0.12 0.09 -0.08 0.10 -0.22 -0.04 -0.23 -0.22 -0.05 -0.06 0.11 -0.11 0.10 -0.08 0.10 -0.23 -0.05 1.44 0.08 0.09 0.01 0.06 0.09 0.07 0.07 0.04 0.08 0.08 0.07 0.08 0.09 -0.54 0.40 -0.02 -0.05 -0.18 -0.17 -0.17 0.04 0.02 0.01 0.04 0.03 0.00 0.03 0.03 0.03 -0.11 -0.34 -0.34

=====

Entry 3:
Density functional theory data (ωB97M-V/def2-TZVPD) for BCdH28O16P as an isolated structure in a non-equilibrium geometry.

```
! wB97M-V def2-TZVPD RIJCOSX def2/J DEFGRID3
* xyz -2 1
Cd 0.909 -0.052 -1.999
P 1.941 2.274 -4.658
O 1.090 2.469 -5.931
O 3.139 3.186 -5.009
O 2.378 0.783 -4.351
O 1.136 2.499 -3.371
B -0.754 -0.104 0.622
H -1.215 -0.651 -0.186
H -1.480 -0.141 1.420
H 0.162 -0.577 0.939
H -0.585 0.894 0.249
O -4.221 1.996 0.014
H -3.721 1.359 0.525
H -3.638 2.750 -0.069
O 1.552 -3.470 4.964
H 2.409 -3.861 5.132
H 1.749 -2.617 4.577
O -1.527 -0.650 -3.961
H -1.807 0.089 -4.501
H -1.578 -1.407 -4.545
O -3.529 -3.777 -1.716
H -3.102 -2.921 -1.701
H -4.436 -3.589 -1.959
O -1.681 -3.497 2.776
H -1.200 -3.551 3.602
H -1.341 -2.710 2.351
O -1.623 5.243 -0.909
H -1.205 5.518 -0.093
H -0.993 4.645 -1.312
O 2.504 5.223 -1.065
H 2.066 4.406 -1.305
H 3.394 5.127 -1.405
O 3.928 -0.067 3.747
H 4.634 -0.595 3.374
H 4.283 0.261 4.573
O 1.397 -3.260 -1.716
H 1.373 -3.847 -2.471
H 1.463 -3.843 -0.960
O 3.502 0.063 -0.061
H 4.445 0.214 -0.005
H 3.169 0.292 0.807
O -5.711 -3.155 2.670
H -5.958 -3.658 1.894
H -4.756 -3.110 2.632
O 1.071 2.299 2.930
H 0.662 1.849 2.190
H 1.706 1.671 3.272
*
```

Its total energy is -47740.5391 eV. As for the HOMO energy: -0.204 eV.

Need the natural (NBO) charges? In units of e they are: 0.99 2.44 -1.08 -1.04 -1.08 -1.25 -0.92 -0.01 0.00 -0.03 -0.02 -0.96 0.48 0.48 -0.94 0.46 0.48 -0.94 0.49 0.46 -0.95 0.49 0.46 -0.96 0.47 0.50 -0.96 0.46 0.49 -0.97 0.50 0.47 -0.94 0.47 0.47 -0.93 0.46 0.47 -0.93 0.46 0.47 -0.95 0.46 0.49 -0.96 0.50 0.46

=====

Entry 4:
Density functional theory data (ωB97M-V/def2-TZVPD) for a 3-piece molecular cluster, C2H8O2 overall in a non-equilibrium geometry.

```
! wB97M-V def2-TZVPD RIJCOSX def2/J DEFGRID3
* xyz 0 1
C 2.186 0.152 0.233
C -1.975 -0.389 0.113
H 0.304 0.032 -0.623
H 2.944 -0.564 -0.122
H 2.297 1.261 -0.115
H 2.059 -0.046 1.358
H -1.127 1.238 -1.032
H -1.228 -1.406 0.459
H -2.533 0.027 1.223
H -2.976 -0.509 -0.943
O 1.098 -0.453 -0.508
O -1.049 0.659 -0.044
*
```

Its total energy is -6293.8085 eV. As for the HOMO energy: -9.607 eV. Its energy above the lowest of the compared OMol25 structures with the same formula, charge and spin is 4.602 eV.

Need the natural (NBO) charges? In units of e they are: -0.26 -0.30 0.48 0.19 0.17 0.17 0.49 0.23 0.19 0.19 -0.78 -0.76